Here is a cluster of 8 separate species, C25H60BrNO12 in total from the Open Molecules 2025 dataset. Energies are from the ωB97M-V functional and the def2-TZVPD basis.

Calculated values
HOMO energy, eV: -9.49
Gap between HOMO and LUMO, eV: 9.731
E_tot, a.u.: -4520.04744

Last column: Mulliken charge in e.
Positions of all 99 atoms, in Å:
O (0.766, -3.258, -1.701)  -0.5952
H (-2.271, 0.115, -0.997)  0.1540
H (-5.983, -3.157, -7.292)  0.2623
C (1.831, 0.501, 0.203)  -0.9326
O (-5.138, 2.644, -2.547)  -0.4325
C (2.666, -3.362, 2.707)  0.8613
H (-2.658, 5.737, -5.390)  0.2933
C (-0.399, -2.400, 1.066)  -1.6017
O (6.186, -4.556, 1.635)  -0.4408
C (-1.813, 6.265, 6.330)  -0.5358
H (2.172, -2.860, -0.109)  1.2046
C (-2.698, 5.000, -4.585)  -0.5537
H (5.994, -3.637, 1.406)  0.3532
H (-0.209, 3.376, 6.814)  0.3480
C (-0.217, -0.313, -0.495)  1.8744
H (-6.757, -2.416, -5.882)  0.2260
H (-5.560, -1.890, -1.924)  0.2985
H (-2.612, 6.292, 5.584)  0.2595
O (-4.895, -3.120, -5.507)  -0.4472
H (-1.365, -2.469, 0.576)  0.3452
H (6.175, -4.169, 3.687)  0.2307
C (0.334, 3.930, -0.550)  -1.4274
H (-4.672, -0.427, -2.384)  0.0751
H (3.242, -0.253, -2.377)  0.0714
H (1.328, -1.526, -2.768)  0.2520
H (-6.634, -4.179, -5.988)  0.2774
H (-5.081, -1.633, -3.623)  0.0591
C (-0.536, -1.220, -1.691)  -1.2190
C (0.221, -1.032, 0.845)  0.8030
H (-0.084, 4.825, -1.008)  0.3838
O (2.495, -0.949, 1.988)  -0.5928
H (1.542, -3.670, -2.097)  0.3533
H (-4.467, 4.583, -2.216)  0.0735
C (6.003, -0.680, -0.528)  -0.9996
H (1.063, 4.228, 0.198)  0.3585
H (-3.674, 3.643, -5.585)  0.2687
O (4.555, -2.645, 0.409)  -0.7089
H (0.979, 2.296, 6.086)  0.2932
C (2.436, -1.820, -0.256)  0.2982
H (2.807, -5.156, 3.901)  0.4140
H (0.268, -3.176, 0.698)  0.2842
C (-6.126, -3.238, -6.212)  -0.5660
C (3.945, -1.765, -0.166)  -1.1670
H (6.204, -0.703, 0.536)  0.3094
H (-6.209, 4.428, -2.540)  0.2987
H (7.002, -5.636, 3.142)  0.2226
H (-0.911, -0.531, -2.449)  0.7139
O (2.558, 1.411, 0.461)  -0.5905
O (0.916, 0.554, -0.797)  -0.2792
O (-3.525, -2.113, -2.331)  -0.4381
H (-0.318, 2.515, 0.884)  -0.1221
O (-3.797, 4.107, -4.752)  -0.4545
H (4.918, 0.201, -2.621)  0.5028
H (2.142, -1.522, -1.252)  -0.6671
H (-0.072, -2.379, -3.358)  0.6120
C (1.761, -0.909, 0.800)  1.8257
H (6.492, -1.523, -1.019)  0.3693
O (-1.039, 1.868, 5.739)  -0.5616
H (0.879, 3.392, -1.323)  0.2291
O (-1.957, 5.170, 7.221)  -0.4945
H (0.114, 3.474, 5.069)  0.2689
H (-5.540, 3.897, -0.988)  0.2731
H (-1.563, 3.667, 0.418)  0.5726
H (2.426, -3.728, 4.830)  0.3676
H (4.475, -1.498, -2.726)  0.3224
H (-3.633, -3.052, -2.508)  0.2435
C (-0.758, 3.039, 0.043)  -0.0782
H (-1.748, 4.464, -4.542)  0.2514
H (-0.788, 2.010, -1.879)  0.3682
C (4.268, -0.560, -2.204)  -0.9479
H (-0.564, -2.587, 2.119)  0.5300
C (2.229, -4.236, 3.886)  -1.5577
H (-1.918, 4.362, 6.700)  0.2815
H (-0.840, 1.346, 4.956)  0.2737
C (0.022, 2.798, 5.924)  -0.6883
N (4.559, -0.665, -0.762)  0.3108
C (-1.494, 0.586, -0.400)  -1.3105
C (6.813, -4.592, 2.903)  -0.5511
H (-0.848, 6.246, 5.813)  0.2403
H (1.185, -1.931, 3.277)  0.2091
H (2.777, -1.584, 3.859)  0.5558
H (2.205, -3.758, 1.806)  -0.0942
H (-4.962, 2.729, -3.491)  0.3156
H (-2.849, 5.519, -3.642)  0.1940
H (7.769, -4.058, 2.907)  0.2549
H (1.171, -4.483, 3.837)  0.3639
H (-4.320, -3.839, -5.786)  0.2674
H (-1.866, 7.171, 6.928)  0.2372
H (3.744, -3.424, 2.614)  -0.1400
C (-5.348, 3.957, -2.057)  -0.5382
H (-1.891, 0.628, 0.602)  0.6421
C (2.233, -1.937, 2.985)  -0.5817
H (6.415, 0.241, -0.933)  0.3336
H (-2.350, 2.318, -1.201)  0.4494
Br (-0.271, 0.095, 2.433)  0.0660
C (0.445, -2.081, -2.441)  -1.0629
H (-1.383, -1.847, -1.431)  0.0652
C (-4.786, -1.490, -2.584)  -0.2498
C (-1.336, 2.012, -0.939)  -0.6895